Record 1
{
  "formula": "C28H84O14",
  "method": "ωB97M-V/def2-TZVPD",
  "species": ["C", "C", "O", "H", "H", "H", "H", "H", "H", "C", "C", "O", "H", "H", "H", "H", "H", "H", "C", "C", "O", "H", "H", "H", "H", "H", "H", "C", "C", "O", "H", "H", "H", "H", "H", "H", "C", "C", "O", "H", "H", "H", "H", "H", "H", "C", "C", "O", "H", "H", "H", "H", "H", "H", "C", "C", "O", "H", "H", "H", "H", "H", "H", "C", "C", "O", "H", "H", "H", "H", "H", "H", "C", "C", "O", "H", "H", "H", "H", "H", "H", "C", "C", "O", "H", "H", "H", "H", "H", "H", "C", "C", "O", "H", "H", "H", "H", "H", "H", "C", "C", "O", "H", "H", "H", "H", "H", "H", "C", "C", "O", "H", "H", "H", "H", "H", "H", "C", "C", "O", "H", "H", "H", "H", "H", "H"],
  "coordinates": [[-2.128, 3.943, -1.974], [-3.666, 3.697, -2.014], [-3.932, 2.566, -1.211], [-1.586, 3.099, -2.400], [-1.874, 4.068, -0.921], [-1.914, 4.879, -2.489], [-3.967, 3.535, -3.049], [-4.185, 4.554, -1.582], [-3.453, 1.774, -1.466], [-2.628, 2.834, 1.961], [-3.253, 2.934, 3.322], [-2.643, 2.008, 4.191], [-2.444, 1.850, 1.529], [-1.688, 3.377, 1.865], [-3.292, 3.460, 1.366], [-4.294, 2.621, 3.252], [-3.230, 3.949, 3.718], [-2.689, 1.083, 3.940], [3.723, -1.468, -0.048], [4.604, -2.703, 0.186], [3.757, -3.803, 0.403], [3.251, -1.558, -1.026], [4.311, -0.560, -0.182], [2.984, -1.246, 0.722], [5.270, -2.580, 1.039], [5.209, -2.809, -0.714], [4.238, -4.537, 0.792], [4.488, 2.495, -1.368], [5.917, 2.863, -1.731], [6.247, 4.081, -1.132], [4.332, 1.482, -1.739], [3.783, 3.163, -1.862], [4.287, 2.388, -0.302], [6.111, 2.872, -2.804], [6.677, 2.149, -1.411], [6.349, 3.962, -0.185], [-2.596, 0.170, -4.651], [-1.908, 0.258, -3.302], [-2.893, 0.349, -2.284], [-1.885, 0.185, -5.478], [-3.178, 1.089, -4.711], [-3.237, -0.708, -4.724], [-1.108, 0.986, -3.164], [-1.359, -0.666, -3.119], [-3.529, -0.363, -2.378], [-0.720, -2.810, 5.777], [-0.051, -3.392, 4.538], [-0.152, -2.395, 3.500], [-1.618, -2.306, 5.419], [-0.008, -2.088, 6.176], [-0.922, -3.600, 6.500], [-0.546, -4.321, 4.252], [0.996, -3.677, 4.637], [0.077, -2.760, 2.642], [-0.774, -4.911, 1.149], [0.593, -4.546, 0.591], [1.093, -3.467, 1.324], [-1.469, -4.072, 1.113], [-0.713, -5.274, 2.175], [-1.225, -5.654, 0.490], [0.524, -4.242, -0.454], [1.255, -5.409, 0.664], [1.939, -3.224, 0.940], [1.761, 1.060, -5.037], [1.852, 1.567, -3.553], [1.775, 0.428, -2.745], [2.562, 0.380, -5.327], [1.919, 1.904, -5.709], [0.775, 0.626, -5.200], [1.130, 2.310, -3.214], [2.817, 2.024, -3.334], [1.615, 0.709, -1.841], [2.101, 5.786, -0.090], [1.529, 5.078, 1.131], [1.073, 6.042, 2.053], [2.860, 6.538, 0.126], [1.366, 6.281, -0.724], [2.649, 5.104, -0.739], [2.254, 4.380, 1.549], [0.717, 4.414, 0.836], [1.019, 5.690, 2.944], [-4.779, -1.229, 2.617], [-3.354, -1.722, 2.891], [-2.558, -0.591, 3.247], [-4.815, -0.330, 2.002], [-5.319, -1.045, 3.546], [-5.358, -2.048, 2.190], [-2.914, -2.147, 1.989], [-3.333, -2.476, 3.679], [-1.626, -0.822, 3.257], [-3.641, -2.831, -0.708], [-3.983, -3.055, -2.144], [-4.542, -1.846, -2.580], [-3.024, -1.933, -0.665], [-3.118, -3.712, -0.338], [-4.505, -2.665, -0.065], [-4.664, -3.902, -2.224], [-3.097, -3.247, -2.749], [-5.171, -2.043, -3.278], [1.344, 1.002, 4.236], [1.993, 1.865, 3.178], [2.483, 0.961, 2.214], [1.975, 0.175, 4.559], [0.454, 0.476, 3.890], [0.971, 1.649, 5.030], [2.831, 2.441, 3.569], [1.213, 2.468, 2.713], [3.247, 0.509, 2.579], [-0.298, -0.498, 0.312], [0.046, 0.955, -0.084], [1.426, 1.228, -0.177], [-1.385, -0.544, 0.253], [0.093, -0.620, 1.323], [0.069, -1.270, -0.364], [-0.381, 1.653, 0.636], [-0.514, 1.182, -0.992], [1.820, 1.134, 0.694], [1.228, -4.425, -3.629], [1.316, -3.086, -2.886], [1.191, -2.052, -3.833], [1.554, -5.168, -2.902], [1.782, -4.493, -4.566], [0.187, -4.576, -3.914], [2.269, -2.955, -2.372], [0.536, -3.075, -2.125], [1.319, -1.188, -3.435]],
  "atomic_forces_ev_per_a": [[-1.3, 0.6, 0.2], [1.9, -1.0, 0.3], [-1.3, 0.9, 0.8], [0.0, 0.1, -0.1], [0.3, -0.1, 0.0], [0.4, -0.1, -0.2], [-0.3, 0.1, -0.2], [-0.1, -0.1, -0.1], [0.3, -0.1, -0.7], [0.0, 1.8, -0.8], [0.0, -2.3, -0.3], [1.0, 1.1, 2.0], [-0.7, -0.1, 0.3], [0.4, 0.0, 0.5], [-0.1, -0.5, -0.9], [-0.4, 0.4, -0.2], [0.3, -0.2, 0.2], [-0.5, -0.1, -0.7], [0.5, 0.1, -0.5], [-0.1, 1.3, 0.0], [-0.5, -0.5, -0.1], [-0.4, -0.2, 0.2], [0.3, 0.0, 0.3], [0.0, -0.3, 0.0], [0.1, 0.1, 0.1], [0.2, -0.3, 0.0], [0.1, 0.0, 0.0], [0.4, -1.2, -0.8], [0.1, -0.6, 0.9], [0.5, 1.5, -0.3], [-0.4, -0.1, -0.3], [0.0, 0.0, 0.3], [0.2, 0.5, 0.1], [-0.5, 0.7, -0.1], [-0.3, -0.7, 0.3], [-0.1, -0.1, 0.0], [0.5, 1.1, 0.1], [0.1, -2.0, 0.2], [0.7, 1.0, 0.5], [0.0, -0.2, 0.0], [-0.4, -0.1, -0.4], [0.1, 0.1, 0.1], [-0.6, 0.7, -0.2], [0.2, -0.4, -0.1], [-0.3, -0.4, -0.2], [1.0, -0.2, -0.7], [-0.3, 0.2, -0.8], [-0.5, 0.2, 0.9], [-0.1, 0.0, 0.4], [-0.4, 0.2, 0.4], [-0.1, 0.2, 0.1], [-0.3, 0.0, -0.3], [0.2, 0.2, 0.5], [0.5, -0.3, -0.3], [-0.1, 0.0, -0.6], [-0.7, -0.3, -0.1], [0.0, 0.5, 0.5], [0.2, 0.3, 0.1], [0.0, -0.1, -0.1], [0.0, -0.3, 0.2], [-0.1, -0.3, -0.2], [0.2, -0.1, -0.1], [0.4, 0.0, 0.1], [0.0, 1.5, 0.9], [1.0, -0.6, -1.1], [-0.4, -0.9, 0.0], [-0.1, -0.3, 0.6], [-0.4, 0.2, -0.1], [0.1, -0.1, -0.2], [-0.5, 0.0, -0.6], [0.2, 0.2, -0.6], [0.3, 0.0, 0.8], [0.5, 0.0, -0.5], [0.1, -0.2, -0.6], [0.0, 0.4, 0.2], [-0.1, 0.1, 0.6], [-0.3, -0.1, 0.3], [-0.2, -0.4, 0.0], [0.5, 0.3, 0.3], [-0.4, 0.0, -0.3], [0.0, -0.2, -0.1], [0.1, -0.7, 0.7], [0.0, 0.9, -0.4], [-0.4, 0.2, 0.2], [0.1, -0.2, -0.1], [0.2, 0.4, 0.2], [0.1, 0.1, -0.5], [-0.1, -0.2, -0.1], [-0.1, -0.1, 0.1], [0.3, -0.5, 0.1], [0.5, -0.3, 0.4], [0.2, -0.4, 0.4], [-1.1, 0.5, -0.8], [0.3, -0.1, 0.3], [0.3, 0.2, 0.2], [-0.2, 0.0, -0.3], [-0.2, 0.0, -0.3], [0.2, -0.3, 0.1], [-0.1, 0.3, -0.2], [-0.8, 0.3, 0.5], [-0.6, -1.1, 0.8], [0.7, -0.1, -1.1], [0.4, 0.4, 0.4], [-0.1, 0.2, -0.5], [0.3, -0.3, 0.5], [-0.2, 0.4, 0.1], [0.4, 0.3, -0.1], [0.0, -0.1, -0.1], [0.0, 1.2, -0.1], [-0.9, -0.5, 0.4], [-0.3, 0.2, -1.4], [-0.1, -0.2, 0.5], [-0.2, -0.6, 0.1], [0.4, 0.2, 0.0], [-0.2, -0.1, 0.3], [0.6, 0.2, -0.5], [0.4, -0.2, 0.4], [-0.3, 0.5, 0.6], [0.5, 0.0, -1.0], [-0.6, -0.5, -0.5], [-0.1, -0.5, -0.3], [0.4, 0.3, 0.3], [-0.1, -0.2, 0.2], [0.2, -0.4, 0.2], [-0.3, 0.2, 0.1], [0.2, 0.5, 0.4]],
  "mulliken_charge": [-0.2056, -0.5395, -0.5173, -0.1858, -0.0333, 0.4732, 0.2988, 0.3673, 0.4382, -0.0754, -0.5897, -0.5564, 0.0992, -0.0066, 0.1891, 0.3098, 0.3214, 0.4568, 0.0719, -0.5934, -0.4892, -0.1601, 0.2735, -0.1640, 0.4352, 0.2996, 0.2448, 0.0985, -0.7425, -0.5320, -0.1011, -0.0270, 0.3476, 0.3536, 0.3080, 0.2980, -1.4054, 0.6333, -0.1857, 0.3712, 0.3311, 0.2605, -0.1632, 0.0491, 0.0852, -0.9710, -0.3181, 0.0709, 0.0872, 0.2594, 0.3719, 0.2607, 0.3602, 0.0096, -0.9006, 0.5829, -0.3549, -0.2443, 0.2176, 0.5171, -0.3418, 0.3732, 0.0338, -1.4816, 0.2329, -0.3360, 0.3130, 0.4891, 0.1706, 0.2167, 0.1141, -0.1033, -1.1204, 0.7757, -0.5806, 0.3626, 0.3182, 0.1404, 0.0005, -0.1753, 0.2919, -1.6430, 0.8817, -0.3628, 0.2501, 0.4408, 0.4503, -0.4848, 0.3316, -0.0709, -0.1464, -0.5030, -0.5357, -0.1938, 0.1653, 0.2032, 0.4547, 0.2257, 0.2519, -1.1687, 0.1290, -0.4290, 0.3686, 0.1140, 0.4501, 0.3781, -0.0636, 0.2094, 1.4322, 0.2836, 0.6760, -0.2244, -0.1686, -0.7088, -0.2496, -0.2376, -0.2947, -1.5309, 1.1363, -0.5870, 0.3713, 0.4162, 0.3371, -0.1075, -0.3350, 0.3047],
  "homo_lumo_gap_ev": 9.1654,
  "molar_mass_g_mol": 645.0,
  "e_lumo_ev": 0.1,
  "e_tot_ha": -2170.4110
}

=====

Record 2
{
  "formula": "C28H85N5O16",
  "method": "ωB97M-V/def2-TZVPD",
  "species": ["C", "C", "C", "O", "C", "N", "H", "H", "H", "H", "H", "H", "H", "H", "H", "H", "H", "C", "C", "C", "O", "C", "N", "H", "H", "H", "H", "H", "H", "H", "H", "H", "H", "H", "C", "C", "C", "O", "C", "N", "H", "H", "H", "H", "H", "H", "H", "H", "H", "H", "H", "C", "C", "C", "O", "C", "N", "H", "H", "H", "H", "H", "H", "H", "H", "H", "H", "H", "C", "C", "C", "O", "C", "N", "H", "H", "H", "H", "H", "H", "H", "H", "H", "H", "H", "O", "H", "H", "O", "H", "H", "O", "H", "H", "C", "C", "O", "O", "H", "H", "H", "H", "H", "H", "C", "C", "O", "O", "H", "H", "H", "H", "H", "H", "C", "C", "O", "O", "H", "H", "H", "H", "H", "H", "C", "C", "O", "O", "H", "H", "H", "H", "H", "H"],
  "coordinates": [[-5.491, -0.706, -4.845], [-6.263, -0.733, -3.560], [-5.519, -0.126, -2.366], [-4.235, -0.742, -2.315], [-3.461, -0.244, -1.273], [-7.499, 0.070, -3.700], [-6.000, -1.130, -5.712], [-4.495, -1.157, -4.744], [-5.203, 0.296, -5.196], [-6.530, -1.763, -3.318], [-6.116, -0.264, -1.463], [-5.325, 0.937, -2.548], [-2.863, 0.646, -1.498], [-2.625, -0.910, -1.003], [-3.948, -0.154, -0.295], [-8.076, -0.268, -4.471], [-7.220, 0.950, -4.140], [-6.157, 1.958, 4.623], [-5.854, 0.821, 3.648], [-4.380, 0.758, 3.320], [-3.920, 2.058, 3.008], [-2.569, 2.090, 2.675], [-6.356, -0.466, 4.122], [-5.671, 1.902, 5.601], [-7.239, 2.044, 4.744], [-5.779, 2.928, 4.287], [-6.394, 0.979, 2.709], [-4.124, 0.068, 2.507], [-3.802, 0.414, 4.193], [-2.256, 1.568, 1.762], [-1.881, 1.828, 3.488], [-2.266, 3.113, 2.425], [-5.741, -0.928, 4.774], [-7.304, -0.374, 4.445], [1.509, -3.966, -2.353], [1.298, -5.329, -3.039], [1.769, -5.442, -4.467], [1.202, -4.490, -5.327], [-0.118, -4.804, -5.759], [2.004, -6.314, -2.209], [1.127, -3.144, -2.963], [2.577, -3.756, -2.251], [1.016, -3.961, -1.383], [0.211, -5.483, -2.988], [1.715, -6.472, -4.853], [2.852, -5.296, -4.560], [-0.463, -4.118, -6.523], [-0.774, -4.834, -4.886], [-0.089, -5.813, -6.192], [1.806, -7.253, -2.555], [1.637, -6.339, -1.264], [1.033, 2.847, 2.861], [1.620, 1.568, 3.417], [2.247, 1.737, 4.776], [3.251, 2.713, 4.881], [4.430, 2.457, 4.168], [0.637, 0.483, 3.419], [1.735, 3.664, 2.705], [0.255, 3.265, 3.513], [0.480, 2.618, 1.943], [2.428, 1.275, 2.722], [2.538, 0.811, 5.288], [1.406, 2.075, 5.401], [4.962, 1.622, 4.638], [5.066, 3.339, 4.128], [4.252, 2.206, 3.113], [1.107, -0.407, 3.516], [0.237, 0.458, 2.478], [4.965, 2.769, -2.405], [4.415, 2.178, -1.099], [3.170, 2.895, -0.594], [3.459, 4.265, -0.466], [2.286, 5.009, -0.175], [4.164, 0.762, -1.362], [4.177, 2.647, -3.152], [5.864, 2.246, -2.728], [5.206, 3.824, -2.283], [5.173, 2.323, -0.317], [2.838, 2.484, 0.366], [2.358, 2.726, -1.317], [1.782, 4.741, 0.759], [1.583, 4.804, -0.988], [2.555, 6.059, -0.120], [5.045, 0.290, -1.561], [3.972, 0.277, -0.484], [2.604, -0.168, -4.146], [3.271, 0.144, -3.512], [3.064, -0.814, -4.693], [-0.768, 1.800, -2.938], [-0.532, 2.428, -3.632], [-0.610, 0.932, -3.331], [2.840, -2.259, 3.223], [2.259, -3.013, 3.082], [2.780, -1.736, 2.396], [5.784, -1.683, 1.149], [7.089, -1.679, 0.386], [7.140, -0.781, -0.713], [4.703, -2.203, 0.347], [5.490, -0.681, 1.469], [5.937, -2.259, 2.065], [7.413, -2.703, 0.150], [7.947, -1.427, 1.022], [6.948, -1.296, -1.505], [4.638, -3.128, 0.613], [-1.548, 5.246, 0.043], [-1.016, 4.080, -0.784], [-2.101, 3.162, -0.931], [-0.745, 6.419, -0.061], [-1.532, 4.994, 1.106], [-2.593, 5.516, -0.125], [-0.149, 3.631, -0.299], [-0.761, 4.511, -1.759], [-1.783, 2.585, -1.648], [-0.731, 6.747, -0.965], [-2.850, -3.620, 2.839], [-2.346, -2.416, 2.046], [-1.413, -2.799, 1.031], [-1.810, -4.236, 3.618], [-3.181, -4.296, 2.044], [-3.617, -3.403, 3.573], [-1.883, -1.628, 2.648], [-3.228, -2.015, 1.538], [-0.815, -3.459, 1.398], [-1.214, -4.713, 3.034], [0.371, 0.118, -0.357], [1.496, -0.904, -0.318], [2.357, -0.826, 0.814], [-0.507, -0.001, 0.753], [-0.148, -0.080, -1.300], [0.826, 1.106, -0.422], [2.102, -0.815, -1.226], [1.093, -1.921, -0.403], [3.209, -1.244, 0.561], [-0.894, -0.888, 0.764]],
  "atomic_forces_ev_per_a": [[1.8, 0.2, -0.8], [-0.7, 0.8, -0.1], [0.7, -0.2, -1.2], [-0.4, -0.3, 0.5], [1.9, -0.3, 1.2], [-0.3, 0.3, -0.6], [-0.2, -0.4, 0.3], [-0.4, -0.4, 0.0], [-0.4, 0.3, 0.5], [-0.1, 0.0, 0.1], [0.2, 0.0, 0.2], [-0.4, 0.2, 0.1], [-0.8, 0.5, -0.2], [-0.4, -0.6, -0.6], [-0.6, 0.4, -0.3], [0.0, -0.7, 0.4], [0.2, 0.2, 0.6], [0.2, 0.9, -0.1], [-0.3, 0.0, 0.2], [0.9, 0.1, 0.4], [-0.4, -0.1, -0.3], [1.5, 1.0, -0.4], [0.6, -0.2, -0.7], [-0.1, -0.8, 0.0], [0.0, 0.0, 0.2], [-0.2, -0.1, -0.5], [0.1, 0.4, 0.0], [-0.3, 0.0, -0.1], [-0.2, -0.2, 0.2], [-0.5, -0.6, 0.1], [-0.3, -0.5, 0.2], [-0.5, 0.2, 0.2], [-0.2, 0.2, 0.4], [0.0, -0.2, 0.3], [0.4, 0.0, -1.1], [-0.4, 0.4, 1.5], [1.2, 0.0, -0.5], [-0.3, 0.3, -0.5], [0.6, -1.0, 0.6], [-0.1, -0.8, -0.3], [-0.3, -0.1, 0.1], [0.0, -0.2, 0.3], [0.0, 0.0, 0.1], [0.0, -0.2, -0.3], [-0.8, 0.0, 0.0], [0.0, 0.4, 0.5], [0.2, 0.3, 0.2], [-0.4, 0.2, -0.2], [-0.2, 0.0, -0.1], [0.2, 0.1, -0.1], [0.0, 0.3, 0.0], [-1.1, 0.3, 0.3], [1.3, -0.8, -1.2], [-1.2, 0.2, 1.3], [-0.1, 0.8, -0.2], [0.1, -0.6, -0.4], [-0.4, 0.5, 0.0], [0.3, -0.3, -0.1], [0.1, -0.2, 0.3], [0.3, 0.1, -0.2], [0.0, 0.1, 0.0], [0.3, -0.3, -0.6], [0.3, 0.3, 0.1], [0.2, 0.0, -0.1], [-0.1, 0.1, 0.5], [-0.1, -0.1, 0.1], [0.2, -0.1, 0.2], [0.0, -0.1, 0.4], [-0.6, 0.2, 0.5], [1.1, 0.4, -0.1], [0.0, -0.3, -0.5], [-0.1, 0.0, 0.5], [0.0, -0.2, -0.5], [0.0, -0.9, 0.6], [0.2, 0.1, -0.2], [0.0, -0.1, 0.0], [-0.1, 0.0, -0.1], [0.1, -0.1, 0.0], [0.0, -0.1, 0.1], [-0.1, 0.1, -0.1], [0.3, -0.2, 0.1], [-0.1, 0.5, 0.0], [0.0, 0.1, -0.2], [0.2, 0.5, -0.4], [-0.6, 0.4, 0.0], [0.2, 0.0, 0.1], [-0.2, 0.0, 0.1], [-0.1, 0.0, 0.0], [0.2, 0.0, -0.4], [0.0, -0.1, 0.1], [0.0, 0.1, 0.1], [0.2, 0.1, -0.3], [0.0, 0.1, 0.0], [-0.4, -0.2, 0.5], [0.3, 0.3, 0.0], [1.2, -0.1, 0.5], [-0.3, -0.6, -0.2], [0.5, -0.3, 0.5], [0.1, 0.1, -0.2], [-0.2, -0.1, 0.0], [-0.6, 0.0, -0.6], [-0.5, 0.5, 0.4], [0.0, 0.2, 0.0], [-0.3, 0.0, -0.3], [0.2, 0.4, 0.9], [-1.6, 0.7, 0.1], [0.9, 0.0, -0.4], [0.4, 0.0, 0.2], [0.2, -0.1, 0.0], [0.0, -0.4, -0.7], [0.1, -0.1, -0.1], [0.4, -0.2, -0.1], [-0.4, -0.2, 0.3], [-0.2, -0.1, -0.1], [1.3, -0.1, -0.3], [-0.4, 0.2, 0.4], [-0.2, -0.2, -0.1], [0.0, 0.1, -0.3], [-0.4, -0.3, 0.4], [-0.3, 0.3, -0.3], [-0.2, -0.1, 0.3], [0.2, 0.2, -0.1], [0.1, 0.2, 0.0], [-0.1, -0.1, 0.1], [0.7, -1.0, 0.1], [0.2, -0.8, -0.7], [0.3, 0.3, 0.1], [0.0, 0.6, -0.3], [-0.1, 0.2, 0.0], [-0.4, 0.2, 0.4], [-0.1, 0.4, -0.1], [-0.3, 0.0, 0.3], [-0.5, 0.0, 0.0], [0.2, -0.1, -0.2]],
  "mulliken_charge": [-1.3985, 0.5194, -0.5993, -0.3627, -0.2432, -0.7721, 0.3915, 0.3041, 0.3120, 0.2919, 0.3259, 0.2508, 0.0223, 0.1358, 0.2785, 0.2783, 0.2947, -1.4155, 0.5076, -0.2193, -0.4016, -0.2196, -0.6038, 0.2850, 0.3981, 0.3336, 0.1274, -0.0925, 0.3602, -0.0038, 0.3676, 0.0389, 0.2153, 0.2398, -1.0911, 0.7541, -0.9027, -0.3004, -0.7215, -0.7566, 0.4009, 0.2806, 0.0841, 0.1484, 0.4229, 0.3202, 0.2486, 0.2789, 0.3072, 0.2632, 0.2366, -1.1907, 2.0163, -1.1566, -0.3496, -0.3788, -0.5627, 0.3700, 0.4378, 0.0584, -0.7132, 0.3744, 0.3542, 0.2978, 0.2838, -0.0032, 0.3304, -0.0187, -1.6119, 0.4782, 0.2810, -0.4883, -0.4605, 0.3172, 0.3301, 0.4297, 0.3728, 0.3449, -0.4207, 0.1837, 0.0672, 0.2326, 0.4038, 0.3261, -0.6704, -0.6336, 0.2780, 0.2777, -0.5194, 0.1726, 0.2571, -0.6628, 0.2877, 0.2727, 0.0791, -0.8151, -0.4774, -0.3791, 0.0544, 0.3920, 0.3406, 0.3730, 0.3108, 0.2173, -0.7289, 0.5131, -0.4704, -0.5706, 0.0947, 0.3936, -0.3642, 0.4928, 0.1429, 0.3424, -0.7614, 0.2299, -0.2891, -0.5262, 0.3192, 0.3911, 0.1264, -0.0245, 0.1351, 0.3085, 1.0605, 0.0613, -0.2710, 0.4287, -0.1115, -0.6731, 0.3322, -0.1352, 0.0263, -0.4833],
  "homo_lumo_gap_ev": 8.1411,
  "molar_mass_g_mol": 748.0,
  "smiles": "COC[C@H](C)N.COC[C@H](C)N.COC[C@H](C)N.COC[C@H](C)N.COC[C@H](C)N.OCCO.OCCO.OCCO.OCCO.O.O.O",
  "e_lumo_ev": -0.3,
  "e_tot_ha": -2595.2348
}